#w
# C9H12N3O

A gas-phase ion, C9H12N3O (charge +1) (wB97M-V/def2-TZVPD, the Open Molecules 2025 dataset).

ORCA input file:
```
! RIJCOSX wB97M-V def2-TZVPD def2/J DEFGRID3
* xyz 1 1
C -3.59 0.49 0.01
C -3.38 -0.84 -0.23
C -2.54 1.38 0.18
C -2.09 -1.44 -0.20
C -1.19 0.88 0.11
C -1.05 -0.48 0.02
C 0.00 1.65 0.54
C 1.43 -0.06 -0.43
C 3.80 -0.62 -0.16
N 1.01 1.32 -0.40
N 0.25 -0.91 0.01
N 0.48 -1.93 0.56
O 2.48 -0.34 0.33
H -4.57 0.96 -0.16
H -4.23 -1.50 -0.12
H -2.69 2.45 0.30
H -1.82 -2.46 -0.26
H -0.13 2.71 0.52
H 0.30 1.40 1.54
H 1.65 -0.41 -1.49
H 3.97 -1.32 -1.05
H 4.44 -0.96 0.73
H 4.19 0.33 -0.62
H 1.85 1.87 -0.47
H 1.42 -2.17 0.74
*
```

Values from the calculation:
Structure (SMILES) ... [H]/N=[N+]1/c2ccccc2CN[C@H]1OC
HOMO level ... -13.28 eV
Kohn-Sham gap ... 8.02 eV

***

#x
# C9H12N3O

A gas-phase ion, C9H12N3O (charge +1) (wB97M-V/def2-TZVPD, the Open Molecules 2025 dataset).

ORCA input file:
```
! RIJCOSX wB97M-V def2-TZVPD def2/J DEFGRID3
* xyz 1 1
C 0.98 1.72 -0.08
C 1.21 0.46 0.42
C 0.19 -0.24 0.98
C 2.53 -0.38 0.00
C -0.44 2.08 -0.31
C -0.78 -1.56 -0.62
C -1.74 -0.48 -1.08
C -2.20 -0.63 1.15
C -0.79 -1.24 0.99
N -2.13 0.37 0.13
N -1.19 1.27 0.55
N 3.73 0.20 0.17
O 2.36 -1.35 -0.67
H 1.77 2.44 -0.26
H -0.66 3.07 -0.24
H -0.48 1.76 -1.41
H -1.19 -2.56 -0.85
H 0.14 -1.43 -1.12
H -1.23 0.20 -1.68
H -2.70 -0.85 -1.58
H -3.04 -1.31 1.01
H -2.30 -0.13 2.22
H -0.62 -2.04 1.71
H 4.09 0.90 0.81
H 4.48 -0.29 -0.22
*
```

Values from the calculation:
HOMO level (spin up / spin down) ... -12.53 / -12.53 eV
Kohn-Sham gap (spin up / spin down) ... 6.56 / 6.56 eV

***

#y
# C9H12N3O

A gas-phase ion, C9H12N3O (charge +1) (wB97M-V/def2-TZVPD, the Open Molecules 2025 dataset).

ORCA input file:
```
! RIJCOSX wB97M-V def2-TZVPD def2/J DEFGRID3
* xyz 1 1
C -1.59 2.69 -2.02
C -0.70 1.75 -2.49
C -2.16 2.56 -0.77
C -0.42 0.64 -1.70
C -1.84 1.43 0.00
C -0.99 0.47 -0.47
C 0.49 -1.14 0.69
C 2.65 -0.94 1.22
C 2.13 -2.36 1.65
N 1.54 -0.43 0.45
N 0.73 -2.23 1.38
N -0.79 -0.77 0.28
O -1.88 -1.41 1.00
H -1.86 3.58 -2.70
H -0.33 2.02 -3.44
H -2.70 3.43 -0.44
H 0.32 -0.07 -2.21
H -2.34 1.39 0.98
H 2.97 -0.27 2.11
H 3.60 -0.86 0.67
H 2.36 -3.13 0.86
H 2.16 -2.56 2.74
H 1.35 0.55 0.21
H 0.00 -2.82 1.59
H -2.71 -1.51 0.43
*
```

Values from the calculation:
Structure (SMILES) ... O[N+](=C1NCCN1)c1ccccc1
HOMO level ... -12.75 eV
Kohn-Sham gap ... 9.90 eV

***

Energy ordering: #y at the bottom, the next structure 30.6 kcal/mol above.